1.
# CH6BN

A cluster of 2 separate species, CH6BN in total in a non-equilibrium geometry (ωB97M-V/def2-TZVPD, the OMol25 dataset).

For the HOMO-LUMO gap (spin up / spin down), the calculation gives 7.27 / 8.28 eV. Its energy above the lowest of the compared OMol25 structures with the same formula, charge and spin is 4.6705 eV. The highest occupied orbital energy (spin up / spin down) comes out at -7.0 / -7.9 eV.

Cartesian coordinates (Å):
B1 0.28904 -0.08103 0.01304
C1 -1.08202 0.52908 0.00401
N1 1.62688 0.14758 -0.01598
H1 0.12369 -2.73799 -0.12339
H2 -1.39422 0.66777 0.97024
H3 -1.68739 -0.12896 -0.47880
H4 -1.27317 1.54562 -0.53132
H5 2.23125 -0.72987 0.05602
H6 1.98265 1.06675 0.17870

Atomic forces in eV per Å
B 0.5 -1.9 -0.6
C 1.2 3.4 -1.9
N 0.6 -2.2 0.4
H 0.1 1.8 0.1
H -1.0 0.2 2.6
H -2.0 -2.0 -1.2
H 0.9 -1.5 0.8
H -0.9 2.2 -0.1
H 0.6 0.1 -0.1

=====

2.
# CH6F3N3P2

The molecule CH6F3N3P2 in a non-equilibrium geometry (ωB97M-V/def2-TZVPD, the OMol25 dataset).

For the HOMO-LUMO gap, the calculation gives 8.11 eV. Its SMILES is C=P(F)(F)N=P(N)(N)F. Its energy above the lowest of the compared OMol25 structures with the same formula, charge and spin is 0.9005 eV. The highest occupied orbital energy comes out at -8.0 eV.

Cartesian coordinates (Å):
C1 -1.78933 -0.86044 2.52527
N1 0.22047 -0.80943 0.52526
N2 2.44253 0.26677 -0.72621
N3 -0.07876 0.86070 -2.07781
F1 -0.75247 1.54660 0.99332
F2 -2.20899 -0.13713 0.06656
F3 0.73948 -1.43464 -1.87721
P1 -1.07462 -0.13867 1.19305
P2 0.83042 -0.16748 -1.03528
H1 -2.40789 -0.24280 3.12289
H2 -0.87380 -1.08534 3.05103
H3 3.11522 0.49757 -1.48806
H4 2.91749 -0.50289 -0.28990
H5 -0.92825 0.36232 -2.18998
H6 -0.15148 1.84487 -1.79293

Atomic forces in eV per Å
C 2.0 0.5 -1.0
N 1.8 2.0 -4.1
N -0.6 0.1 -2.0
N 3.2 -0.2 1.8
F -0.6 -1.9 0.4
F 0.1 0.6 -0.2
F 0.4 -0.9 -1.0
P -0.7 1.3 -1.2
P -1.9 -0.4 5.1
H -0.9 0.5 0.4
H 0.3 -0.6 0.9
H -1.3 0.2 0.3
H -0.3 -0.4 1.0
H -1.3 0.0 -0.2
H -0.3 -0.8 0.0

=====

3.
# CH6FN4O

A structure of composition CH6FN4O in a non-equilibrium geometry (ωB97M-V/def2-TZVPD, the OMol25 dataset).

For the HOMO-LUMO gap, the calculation gives 9.94 eV. Its net charge is +1. Its energy above the lowest of the compared OMol25 structures with the same formula, charge and spin is 0.9024 eV. The highest occupied orbital energy comes out at -14.7 eV.

Cartesian coordinates (Å):
C1 0.02533 0.23389 0.11382
N1 0.35109 1.72493 -1.58476
N2 -0.05379 -1.12026 0.49212
N3 0.49427 0.56324 -1.07854
N4 -0.55414 -1.47366 1.77468
O1 -0.36581 1.20463 0.84916
F1 0.67655 -0.76047 -1.96475
H1 1.15736 2.08495 -2.16143
H2 -0.61175 2.08616 -1.94747
H3 0.15336 -1.71866 -0.38270
H4 -1.16294 -2.26319 1.72092
H5 0.26010 -1.56311 2.37946
H6 -0.36964 1.00152 1.78950

Atomic forces in eV per Å
C -1.1 -4.7 1.3
N -0.9 1.9 -3.1
N 0.6 2.5 -2.9
N 1.0 -1.4 -0.5
N 1.3 1.7 -0.9
O 0.3 0.9 0.2
F -0.8 2.0 1.1
H -1.0 -0.5 1.1
H 2.0 -1.3 0.8
H -0.4 0.5 2.3
H -0.2 -0.5 0.0
H -0.5 -0.7 0.0
H -0.4 -0.4 0.5

=====

4.
# CH6N2O

A cluster of 2 separate species, CH6N2O in total in a non-equilibrium geometry (ωB97M-V/def2-TZVPD, the OMol25 dataset).

For the HOMO-LUMO gap, the calculation gives 9.94 eV. Its SMILES is [H]/N=C/N.O. Its energy above the lowest of the compared OMol25 structures with the same formula, charge and spin is 0.9087 eV. The highest occupied orbital energy comes out at -9.0 eV.

Cartesian coordinates (Å):
N1 0.61865 -0.26945 0.86375
C1 0.43656 1.06285 1.01487
N2 -0.17812 1.89725 0.27510
H1 1.07101 -0.76249 1.60142
H2 0.61111 -0.72149 -0.03486
H3 0.94726 1.46021 1.90799
H4 -0.28420 2.75914 0.78653
H5 -1.31697 -1.23468 -2.64816
H6 -0.89925 -2.56776 -1.92006
O1 -1.00605 -1.62358 -1.84658

Atomic forces in eV per Å
N 0.1 -0.2 -0.7
C 0.4 1.4 1.0
N -0.5 -1.1 -0.5
H 0.3 0.0 0.2
H -0.5 0.1 -0.2
H -0.4 -0.5 0.2
H 0.4 0.4 -0.1
H -0.3 0.0 -0.9
H -0.2 -0.3 -0.5
O 0.5 0.3 1.5

=====

5.
# CH6N2O

The molecule CH6N2O in a non-equilibrium geometry (ωB97M-V/def2-TZVPD, the OMol25 dataset).

For the HOMO-LUMO gap, the calculation gives 10.27 eV. Its SMILES is NNCO. Its energy above the lowest of the compared OMol25 structures with the same formula, charge and spin is 1.9278 eV. The highest occupied orbital energy comes out at -9.3 eV.

Cartesian coordinates (Å):
C1 -0.79182 0.50239 0.18485
N1 1.47560 -0.60530 0.05019
N2 0.63270 0.36289 -0.51801
O1 -1.53738 -0.62821 -0.09219
H1 -0.67441 0.55028 1.27297
H2 -1.23043 1.42210 -0.21291
H3 1.43602 -0.61957 1.07358
H4 1.19507 -1.51610 -0.29422
H5 1.08444 1.27016 -0.41605
H6 -1.58978 -0.73863 -1.04822

Atomic forces in eV per Å
C 2.7 -0.3 -1.1
N 0.2 -0.3 0.4
N -2.5 0.9 1.1
O -0.3 -0.3 0.0
H 0.0 0.0 -0.1
H 0.1 0.0 0.0
H -0.1 0.0 -0.3
H 0.0 0.1 0.1
H 0.0 -0.2 -0.1
H 0.0 0.1 0.0

=====

6.
# CH6N2O2

A cluster of 2 separate species, CH6N2O2 in total (ωB97M-V/def2-TZVPD, the OMol25 dataset).

For the HOMO-LUMO gap, the calculation gives 10.64 eV. Its SMILES is NC(=O)O.N. Its energy above the lowest of the compared OMol25 structures with the same formula, charge and spin is 0.3636 eV. The highest occupied orbital energy comes out at -10.2 eV.

Cartesian coordinates (Å):
N1 -0.06748 -1.81905 0.38993
H1 -0.88151 -2.29063 0.77233
H2 -0.14312 -1.87111 -0.62145
H3 0.72298 -2.40192 0.64700
N2 0.55840 1.23907 0.52265
C1 -0.05907 1.58776 -0.65177
O1 -1.04464 0.72554 -1.03091
O2 0.20354 2.56516 -1.29240
H4 1.37360 1.79971 0.70364
H5 0.60585 0.27259 0.81732
H6 -1.26855 0.19289 -0.25634

Atomic forces in eV per Å
N 0.0 -0.2 0.1
H 0.0 0.0 0.0
H 0.0 0.0 0.0
H 0.0 0.1 0.0
N 0.3 0.2 0.1
C -0.1 -0.3 0.1
O 0.0 0.2 0.2
O 0.0 0.1 -0.2
H 0.0 0.0 0.1
H -0.2 0.0 -0.2
H 0.0 -0.2 -0.1

=====

| no. | E (Ha) |
| --- | --- |
| 1 | -121.172763 |
| 2 | -1188.361126 |
| 3 | -435.432872 |
| 4 | -226.434155 |
| 5 | -226.396702 |
| 6 | -301.730746 |